No. 1
The following is a DFT calculation (ωB97M-V/def2-TZVPD) of a 5-piece molecular cluster, C21H50N4O10P overall at a distorted geometry.

The geometry in XYZ format:
```
86
Properties=species:S:1:pos:R:3:lowdin_charge:R:1
C -0.2509 -3.0579 2.7568 -0.0717
C -0.6879 -1.5770 3.1835 -0.1803
O -0.4699 -0.5585 2.1721 -0.1138
N -1.0705 -0.8645 1.0037 0.0494
C -0.7883 -0.2864 -0.1683 -0.1901
N 0.2050 0.7765 -0.1911 0.1617
C 0.1893 1.0725 -1.6088 0.0333
N -0.7144 0.2515 -2.3428 -0.0832
C -0.7993 0.4270 -3.8230 -0.1258
C -0.8374 1.9454 -4.3181 -0.1169
C -1.0661 1.8967 -5.9256 -0.1609
O -0.0265 2.6011 -6.6510 -0.0748
C 0.5846 1.7800 -7.6345 -0.4051
C 0.3095 1.8393 -9.1944 0.0117
O 1.4031 0.9232 -7.2249 0.0515
N -1.3614 -0.5852 -1.4791 -0.0360
P -2.5655 -1.7753 -1.9112 0.6724
O -3.5106 -1.3059 -3.0292 -0.2798
O -1.6855 -3.1749 -2.3546 -0.1522
O -3.5771 -2.2089 -0.6051 -0.1364
H -1.2077 -3.6747 2.5738 0.0799
H 0.2997 -3.0390 1.7615 0.0801
H 0.3343 -3.6233 3.5496 0.0845
H -1.8071 -1.5806 3.4572 0.1417
H -0.1165 -1.3367 4.1516 0.1304
H -1.7963 -1.5914 1.0113 0.1479
H 0.8666 1.8907 -2.0200 0.1660
H 0.1624 -0.0372 -4.2575 0.1560
H -1.6609 -0.1183 -4.3205 0.1249
H 0.0982 2.5399 -4.0711 0.1171
H -1.7736 2.4627 -3.9013 0.1303
H -1.0081 0.7986 -6.2565 0.1309
H -2.0799 2.3466 -6.2213 0.1448
H -0.7144 2.2328 -9.4885 0.0592
H 0.4084 0.7986 -9.6710 0.1050
H 1.1496 2.4601 -9.6750 0.1069
H -2.2951 -3.9414 -2.4389 0.0960
H -3.3031 -3.1031 -0.2879 0.0901
C -4.4108 2.7617 -11.9229 -0.0628
C -3.8853 3.3531 -10.6246 -0.4956
C -4.1942 4.8387 -10.5280 -0.0634
O -2.4728 3.1557 -10.5500 -0.0797
H -3.9423 3.2416 -12.7880 0.0837
H -4.1720 1.6967 -11.9840 0.0805
H -5.4938 2.8821 -12.0017 0.0830
H -4.3314 2.8291 -9.7750 0.1376
H -3.7182 5.3901 -11.3450 0.0836
H -3.8012 5.2529 -9.5958 0.0791
H -5.2708 5.0213 -10.5651 0.0828
H -2.0681 3.6155 -11.2973 0.0947
C 1.5075 -4.0739 7.3236 -0.0602
C 0.8592 -2.7007 7.2680 -0.4977
C 0.6456 -2.1331 8.6612 -0.0492
O -0.3979 -2.7941 6.5957 -0.0719
H 0.8725 -4.7846 7.8628 0.0834
H 1.6453 -4.4752 6.3152 0.0748
H 2.4797 -4.0303 7.8179 0.0664
H 1.4876 -2.0214 6.6874 0.1076
H -0.0196 -2.7760 9.2468 0.0838
H 0.1692 -1.1508 8.6062 0.0753
H 1.5933 -2.0330 9.1959 0.0826
H -0.9628 -3.3925 7.1013 0.0882
C 1.3374 2.7241 6.1662 -0.0587
C 0.9022 1.5726 5.2738 -0.4957
C 0.1230 2.0707 4.0661 -0.0521
O 0.0893 0.6709 6.0242 -0.0642
H 0.4695 3.2695 6.5502 0.0843
H 1.8860 2.3505 7.0347 0.0812
H 1.9770 3.4245 5.6235 0.0827
H 1.7815 1.0146 4.9389 0.1305
H -0.7875 2.5941 4.3760 0.0878
H -0.1921 1.2314 3.4418 0.0465
H 0.7266 2.7510 3.4601 0.0861
H -0.6914 1.1536 6.3255 0.0945
C 6.3674 -2.3955 6.0342 -0.0609
C 4.8509 -2.5025 6.0630 -0.4921
C 4.1983 -1.2772 5.4406 -0.0612
O 4.4105 -2.6423 7.4131 -0.0648
H 6.7081 -1.5272 6.6070 0.0838
H 6.8228 -3.2763 6.4938 0.0831
H 6.7377 -2.3046 5.0101 0.0815
H 4.5354 -3.4004 5.5245 0.1396
H 4.4646 -0.3703 5.9929 0.0865
H 3.1090 -1.3615 5.4776 0.0521
H 4.5042 -1.1533 4.3985 0.0827
H 4.6847 -1.8532 7.8985 0.0958
```

The total charge is +1. Its multiplicity is 1. For the largest force on an atom, the calculation gives 6.64 eV Å⁻¹. The LUMO energy comes out at -3.4634 eV. As for the frontier orbital gap: 8.30 eV.

No. 2
The following is a DFT calculation (ωB97M-V/def2-TZVPD) of C21H50N5O8Y as an isolated structure at a distorted geometry.

The geometry in XYZ format:
```
85
Properties=species:S:1:pos:R:3:lowdin_charge:R:1
Y 1.3830 0.0277 -4.3016 1.9704
C 0.2035 1.5237 -0.1238 -0.0806
C 1.4825 0.9340 -0.7039 -0.3384
O 1.2543 0.2373 -1.9368 -0.4250
H 0.5002 2.3805 0.4812 0.0544
H -0.3353 0.8278 0.5193 0.0716
H -0.4601 1.9577 -0.8717 0.0521
H 1.8652 0.1958 0.0008 0.0904
H 2.2238 1.7066 -0.9077 0.1035
C 1.2955 -4.6436 2.2241 -0.0728
O 0.8872 -4.9570 3.6100 -0.1543
C -0.1201 -4.1593 4.2220 -0.1985
C 0.2186 -2.6746 4.4010 -0.1922
O 0.4246 -2.1219 3.1320 -0.2112
C 1.1681 -1.0074 3.2282 -0.1575
H 1.8583 -3.7213 2.0800 0.0655
H 0.4600 -4.8291 1.5491 0.0784
H 2.0610 -5.3618 1.9303 0.0762
H -0.3926 -4.4725 5.2298 0.1248
H -1.1333 -4.3577 3.8726 0.1173
H 1.0650 -2.5779 5.0810 0.1358
H -0.6842 -2.2138 4.8019 0.1345
H 2.2022 -1.3452 3.2968 0.0983
H 0.8951 -0.2177 3.9281 0.0950
H 1.1784 -0.6110 2.2128 0.0687
C 1.8094 3.7650 -4.5397 -0.3004
O 1.6118 2.5547 -4.4467 -0.1271
N 1.2058 4.6819 -3.8490 -0.1502
C 1.3791 6.0722 -4.1667 -0.0206
C 0.3355 4.4012 -2.7108 0.0141
H 2.5216 4.1467 -5.2874 0.1621
H 1.8767 6.2768 -5.1147 0.1070
H 1.8024 6.6634 -3.3547 0.1131
H 0.3545 6.4291 -4.2711 0.1013
H -0.2263 3.4977 -2.9481 0.0725
H 0.7338 4.1494 -1.7280 0.1046
H -0.3680 5.2332 -2.6780 0.1048
C 0.6723 5.1867 4.8539 -0.3159
O -0.1440 5.8579 4.2579 0.0166
N 1.0608 3.9231 4.4515 -0.1882
C 0.5858 3.3096 3.2308 -0.0828
C 2.1860 3.2220 5.1097 -0.0447
H 1.0827 5.5190 5.8200 0.1377
H -0.1743 3.9610 2.7995 0.0810
H -0.0050 2.4269 3.4754 0.0865
H 1.2154 3.0852 2.3698 0.0639
H 2.2961 3.6119 6.1216 0.0883
H 1.9659 2.1803 5.3434 0.0735
H 2.9862 3.2482 4.3700 0.0884
C -1.9608 1.2856 -3.9841 -0.2293
O -0.8515 0.7598 -4.0254 -0.1605
N -2.8269 1.1248 -2.9195 -0.1262
C -4.1568 1.7402 -2.8110 -0.0246
C -2.5450 0.3141 -1.7434 -0.0435
H -2.4343 1.8768 -4.7832 0.1596
H -4.9761 1.0270 -2.7194 0.1050
H -4.3764 2.3727 -3.6712 0.0934
H -4.2427 2.4324 -1.9734 0.1047
H -2.5569 0.8830 -0.8137 0.0982
H -3.2563 -0.5045 -1.6333 0.0917
H -1.5653 -0.1631 -1.7639 0.0787
C -3.0977 -1.4384 1.2985 -0.3215
O -3.8044 -0.8141 2.1373 -0.0223
N -3.7058 -2.3197 0.4653 -0.2054
C -5.1961 -2.3098 0.3446 -0.0345
C -2.9728 -3.5311 -0.0021 -0.0303
H -1.9995 -1.4651 1.2257 0.1232
H -5.6074 -1.3342 0.6038 0.0837
H -5.7271 -3.0284 0.9688 0.0936
H -5.4847 -2.4699 -0.6942 0.0794
H -1.9342 -3.5389 0.3286 0.0689
H -3.5355 -4.3500 0.4461 0.0988
H -2.9157 -3.3865 -1.0810 0.0760
C 3.1449 -3.1822 -3.6248 -0.3000
O 2.6745 -2.0573 -3.7272 -0.1423
N 3.1858 -3.8299 -2.4704 -0.1157
C 2.8612 -3.0574 -1.2136 -0.0014
C 3.0148 -5.3035 -2.3104 -0.0044
H 3.4718 -3.8309 -4.4522 0.1637
H 3.4751 -3.3041 -0.3473 0.1011
H 1.8563 -3.3741 -0.9344 0.0928
H 2.7387 -1.9788 -1.3122 0.0661
H 2.1455 -5.7373 -2.8046 0.0987
H 3.8013 -5.8668 -2.8127 0.0967
H 3.0944 -5.5629 -1.2547 0.0962
```

The total charge is +2. Its multiplicity is 1. For the largest force on an atom, the calculation gives 6.37 eV Å⁻¹. The LUMO energy comes out at -7.3204 eV. As for the frontier orbital gap: 5.03 eV.

No. 3
The following is a DFT calculation (ωB97M-V/def2-TZVPD) of a 3-piece molecular cluster, C21H51ClO7P overall at a distorted geometry.

The geometry in XYZ format:
```
81
Properties=species:S:1:pos:R:3:lowdin_charge:R:1
C -0.2331 -1.8231 -0.1940 -0.1208
C 1.2899 -1.7379 0.2055 -0.2387
C 1.4298 -0.7245 1.3703 -0.2281
C 2.8773 -0.1941 1.6259 -0.2891
C 4.0283 -1.2360 1.4833 -0.3815
P 5.4904 -0.3637 0.5758 0.2004
Cl 6.9986 -1.2216 1.9364 -0.0042
C 5.7355 -1.7687 -0.7074 -0.3949
C 6.2006 -1.1971 -2.0966 -0.2809
C 5.0056 -0.7464 -2.9993 -0.1950
C 4.8554 0.7862 -3.1630 -0.2660
O 3.8470 1.3217 -2.3016 -0.1253
H -0.7399 -2.6873 0.2694 0.0533
H -0.7566 -0.9171 0.1586 0.0392
H -0.3412 -1.8815 -1.2891 0.0616
H 1.8683 -1.4748 -0.6899 0.1030
H 1.5575 -2.7469 0.5683 0.0957
H 0.8163 0.1584 1.0847 0.0884
H 0.9768 -1.0845 2.3152 0.0979
H 2.8977 0.1590 2.6775 0.0923
H 3.0187 0.7161 1.0151 0.0675
H 4.4023 -1.4638 2.4997 0.0315
H 3.7350 -2.2014 1.0414 0.0510
H 6.5703 0.4021 -0.0254 -0.0582
H 5.3079 0.7458 1.5125 -0.0447
H 4.5836 0.2736 -0.3695 -0.0326
H 6.5718 -2.4099 -0.3693 0.0276
H 4.8409 -2.3832 -0.9097 0.0603
H 6.7082 -2.0259 -2.6345 0.0857
H 6.9746 -0.4164 -1.9778 0.0797
H 5.1736 -1.1616 -4.0159 0.0934
H 4.0665 -1.2032 -2.6448 0.1008
H 4.5032 1.0030 -4.1913 0.1003
H 5.8043 1.3362 -3.0451 0.1131
H 4.2936 1.6796 -1.5377 0.0471
C -1.2376 5.1941 -0.5028 -0.1233
O -0.6593 4.3860 -1.5025 -0.2041
C 0.3755 3.5497 -0.9915 -0.1876
C 0.5107 2.2844 -1.8179 -0.1627
O -0.5051 1.3173 -1.5511 -0.1399
C -1.8065 1.5882 -2.0531 -0.1807
C -1.9268 1.4374 -3.5589 -0.1996
O -1.3794 2.5654 -4.2262 -0.2013
C -0.9455 2.2573 -5.5322 -0.1172
H -0.5042 5.9025 -0.1028 0.0856
H -2.0590 5.7498 -0.9550 0.0838
H -1.6435 4.5777 0.3073 0.0851
H 0.1730 3.2796 0.0507 0.1251
H 1.3140 4.1156 -1.0394 0.1293
H 1.4472 1.8014 -1.5320 0.1131
H 0.5816 2.5020 -2.8829 0.1228
H -2.1677 2.5607 -1.7153 0.1183
H -2.4500 0.8325 -1.5938 0.1238
H -2.9866 1.3658 -3.8363 0.1238
H -1.4130 0.5201 -3.8691 0.1265
H -0.2044 1.4508 -5.5138 0.0887
H -0.4724 3.1470 -5.9458 0.0862
H -1.7929 1.9743 -6.1669 0.0839
C -7.5712 -1.2325 4.4764 -0.1178
O -6.4437 -1.8966 3.9500 -0.2009
C -6.6693 -2.3876 2.6361 -0.2017
C -5.3689 -2.4654 1.8559 -0.1814
O -4.9066 -1.2061 1.3837 -0.1281
C -4.3502 -0.3205 2.3520 -0.1754
C -2.9847 -0.7449 2.8601 -0.1927
O -3.1062 -1.7949 3.8092 -0.2039
C -1.9388 -2.5894 3.8764 -0.1039
H -8.4093 -1.9270 4.5994 0.0855
H -7.2971 -0.8300 5.4508 0.0871
H -7.8668 -0.3986 3.8300 0.0865
H -7.3741 -1.7435 2.0989 0.1239
H -7.1003 -3.3934 2.7261 0.1251
H -5.5612 -3.0535 0.9548 0.1261
H -4.5931 -2.9873 2.4165 0.1205
H -5.0478 -0.1433 3.1715 0.1170
H -4.2268 0.6308 1.8285 0.1257
H -2.4983 0.1023 3.3586 0.1302
H -2.3677 -1.0622 2.0121 0.1132
H -1.6988 -3.0097 2.8938 0.0828
H -2.1338 -3.4124 4.5632 0.0855
H -1.0918 -2.0051 4.2496 0.0875
```

The total charge is -1. Its multiplicity is 1. For the largest force on an atom, the calculation gives 2.27 eV Å⁻¹. The LUMO energy comes out at 2.2463 eV. As for the frontier orbital gap: 6.11 eV.